# 1
32
Properties=species:S:1:pos:R:3:forces:R:3:nbo_charge:R:1 method="wB97M-V/def2-TZVPD" gap_ev="6.614 / 6.178" s2=0.75 spin_multiplicity=2 e_lumo_ev="4.82 / 4.82" charge=-2 fmax_ev_per_a=2.6
Ag 2.0706 -0.1262 0.5084 1.805 1.668 0.698 1.49
F 1.5369 2.0399 0.8747 -0.650 -0.166 0.334 -0.90
F 3.5290 -0.0913 2.0331 -0.746 -0.226 -0.713 -0.71
F 3.4644 0.5650 -1.1111 -0.299 -0.362 -0.339 -0.91
N 1.4905 -3.4751 -0.3895 -0.716 1.051 0.302 0.72
O 1.9467 -4.4711 0.1825 0.148 -0.092 -0.171 -0.53
O 1.8515 -2.3134 -0.0480 0.045 -1.625 -0.408 -0.58
O 0.6061 -3.5865 -1.2807 0.400 -0.191 0.007 -0.58
O 0.5377 -0.5236 2.4567 0.282 -0.794 0.382 -0.55
C -0.2312 0.2217 2.9620 -0.602 -0.145 -1.758 0.81
O -0.2752 0.4339 4.2873 0.202 -0.211 1.209 -0.49
C -1.2717 1.3535 4.6459 -1.009 0.983 -0.416 -0.06
C -2.1356 1.5771 3.3833 -0.164 -0.169 -0.492 -0.43
C -1.2166 1.1189 2.2376 0.638 0.687 1.390 -0.56
H -0.8420 2.3050 4.9760 0.313 -0.159 -0.063 0.17
H -1.8907 0.9835 5.4664 0.249 -0.286 0.051 0.16
H -2.5163 2.5929 3.2684 0.270 0.114 0.158 0.20
H -3.0280 0.9459 3.4146 0.061 -0.156 0.061 0.18
H -0.4668 1.8716 1.9358 -0.337 0.318 -0.491 0.32
H -1.7080 0.7166 1.3637 0.207 -0.313 -0.049 0.25
O 0.2224 -0.0328 -0.8702 -0.916 0.849 1.671 -0.56
C -0.0782 -0.0516 -2.0075 0.664 -2.093 -0.936 0.83
O -1.2856 0.3583 -2.5027 0.533 0.218 -0.287 -0.51
C -1.2485 0.3230 -3.9469 0.153 -0.554 0.275 -0.07
C 0.0719 -0.3353 -4.3908 0.616 -0.597 0.616 -0.44
C 0.7963 -0.6691 -3.0657 0.560 1.745 -0.993 -0.56
H -1.3612 1.3482 -4.2893 -0.111 0.005 -0.184 0.17
H -2.0714 -0.3158 -4.2631 -0.299 0.322 -0.066 0.17
H 0.7123 0.3060 -4.9926 -0.260 0.130 -0.158 0.21
H -0.0861 -1.2754 -4.9186 -0.276 0.194 -0.273 0.20
H 1.7343 -0.1039 -2.9838 0.028 0.064 0.112 0.29
H 1.1429 -1.6899 -2.9360 -0.790 -0.210 0.532 0.29

***

# 2
24
Properties=species:S:1:pos:R:3:forces:R:3:nbo_charge:R:1 method="wB97M-V/def2-TZVPD" gap_ev="4.281 / 6.322" s2=2.02 spin_multiplicity=3 e_lumo_ev="0.97 / -1.86" relative_energy_kcal_mol=0.6 fmax_ev_per_a=3.3
C -0.2642 0.4878 -2.1622 -0.861 1.112 0.515 -0.36
C -1.0819 1.5256 -1.6278 0.767 -2.404 -0.842 -0.15
C -0.2512 2.6636 -1.3378 3.131 0.614 -0.897 -0.21
C 1.0837 2.3437 -1.7454 -1.876 0.701 0.876 -0.33
C 1.0895 0.9850 -2.2310 -1.655 0.315 0.493 -0.05
Au 0.3425 -1.5630 1.3393 0.554 -1.120 0.242 0.08
P -0.2045 -3.4744 0.2419 -0.146 0.870 0.663 -0.03
H -0.6146 -0.5014 -2.4712 0.235 0.496 0.193 0.23
H -2.1534 1.4690 -1.4419 0.340 -0.047 -0.091 0.22
H -0.5905 3.6423 -0.9697 0.218 -0.651 -0.142 0.22
H 1.9515 0.4244 -2.5500 0.082 -0.005 -0.088 0.21
H 1.9624 2.9850 -1.6963 -0.380 -0.137 0.053 0.22
H 0.8485 -4.2902 -0.2667 -0.705 0.282 0.036 0.03
H -1.2439 -3.4675 -0.7491 0.136 -0.773 -0.354 -0.07
H -0.8347 -4.2665 1.2419 0.285 0.039 -0.580 0.03
N 0.6371 0.0590 3.8640 0.366 0.475 -1.067 -0.33
C 1.0086 1.2552 4.3669 -0.016 0.369 -0.909 -0.04
C 1.0580 2.1508 3.2957 -0.132 -0.371 0.085 -0.34
C 0.6791 1.4268 2.1460 0.462 -1.101 1.467 -0.03
N 0.5253 0.1257 2.5006 -1.207 1.044 0.372 -0.42
H 0.4227 -0.8046 4.3623 0.319 0.219 -0.505 0.41
H 1.2523 1.3509 5.4102 -0.104 0.159 0.022 0.23
H 1.3585 3.1828 3.2892 -0.073 0.083 0.286 0.23
H 0.4946 1.7530 1.1291 0.261 -0.167 0.171 0.24